(1)
Formula: C57H141F12N7O10P2
Source: OMol25
Level of theory: the ωB97M-V functional and the def2-TZVPD basis

Each line ends with the Mulliken charge.
Atoms and positions in Å:
C 0.748 5.825 3.442  -1.44
C 0.505 5.128 2.065  0.24
N -0.906 5.393 1.483  0.72
C -1.147 4.437 0.327  -1.50
C -1.942 4.990 2.641  -1.37
C -2.106 3.500 2.959  0.47
C -1.122 6.889 1.159  -0.80
C -0.619 7.442 -0.235  -0.89
O 0.623 6.984 -0.614  -0.28
C 0.723 7.210 -2.017  -0.73
H 0.704 6.914 3.416  0.34
H 1.804 5.667 3.660  0.53
H 0.097 5.491 4.249  0.31
H 0.750 4.072 2.180  -0.18
H 1.225 5.508 1.340  0.54
H -0.592 4.912 -0.482  0.77
H -2.198 4.527 0.050  0.31
H -0.616 3.529 0.610  0.03
H -2.858 5.417 2.233  0.53
H -1.877 5.621 3.527  0.75
H -2.161 2.763 2.157  -0.74
H -3.071 3.289 3.421  0.64
H -1.249 3.158 3.539  -0.42
H -0.728 7.404 2.035  0.55
H -2.163 7.188 1.279  0.46
H -0.516 8.526 -0.203  0.56
H -1.382 7.149 -0.956  0.42
H 0.103 6.549 -2.622  0.23
H 1.725 6.956 -2.362  0.26
H 0.487 8.243 -2.274  0.35
C 2.087 -0.616 8.439  -1.19
C 1.868 0.638 7.423  -0.47
N 0.638 0.370 6.442  0.72
C -0.595 0.033 7.332  -1.09
C 0.427 1.698 5.699  -0.79
C 1.552 2.086 4.617  0.29
C 0.834 -0.765 5.523  -1.11
C -0.396 -1.452 4.856  0.52
O -0.927 -2.391 5.912  -0.36
C -2.268 -2.495 5.604  -0.79
H 1.414 -0.640 9.297  0.37
H 3.049 -0.430 8.917  0.47
H 2.154 -1.505 7.813  0.28
H 2.742 0.706 6.774  0.41
H 1.620 1.497 8.046  0.45
H -0.613 0.832 8.072  0.46
H -0.571 -0.925 7.851  0.32
H -1.410 0.107 6.612  0.40
H 0.266 2.413 6.506  0.56
H -0.569 1.634 5.261  0.37
H 2.427 2.311 5.227  0.71
H 1.304 3.020 4.113  -0.59
H 1.806 1.338 3.866  -0.35
H 1.394 -1.547 6.037  -0.07
H 1.732 -0.479 4.976  0.55
H -0.046 -2.070 4.030  -0.23
H -1.161 -0.779 4.469  0.18
H -2.875 -3.133 6.247  0.41
H -2.473 -2.718 4.557  0.21
H -2.739 -1.531 5.797  0.26
C -2.607 -4.041 -3.167  -1.00
C -1.721 -4.009 -4.397  -0.82
N -0.204 -4.073 -4.023  0.79
C 0.051 -5.280 -3.177  -1.15
C 0.580 -4.174 -5.297  -0.23
C 0.389 -5.383 -6.249  -1.33
C 0.424 -2.756 -3.185  0.21
C -0.230 -1.497 -3.633  0.91
O -0.066 -1.327 -5.066  -0.48
C 1.176 -0.612 -5.407  -0.84
H -2.552 -4.951 -2.569  0.47
H -3.653 -3.926 -3.453  0.51
H -2.300 -3.202 -2.543  -0.09
H -1.731 -3.141 -5.056  0.45
H -1.866 -4.808 -5.123  0.57
H -0.391 -6.147 -3.669  0.41
H -0.646 -5.184 -2.345  0.20
H 1.092 -5.355 -2.861  0.40
H 1.604 -4.002 -4.966  0.40
H 0.483 -3.314 -5.960  0.13
H -0.590 -5.621 -6.666  0.33
H 0.580 -6.281 -5.663  0.40
H 1.080 -5.481 -7.086  0.41
H 1.514 -2.747 -3.196  0.79
H 0.262 -2.854 -2.111  -0.93
H 0.128 -0.660 -3.033  -0.30
H -1.305 -1.578 -3.471  -0.17
H 1.171 0.412 -5.034  0.23
H 1.326 -0.520 -6.482  0.47
H 2.041 -1.139 -5.003  0.32
C 6.518 2.433 -4.394  -1.34
C 6.625 1.802 -3.025  -0.26
N 5.277 1.651 -2.188  0.73
C 4.516 2.957 -2.131  -1.19
C 4.396 0.617 -2.889  -1.31
C 2.973 0.328 -2.252  1.09
C 5.603 1.307 -0.669  -0.84
C 6.060 -0.115 -0.461  -0.01
O 7.242 -0.376 -1.232  -0.39
C 7.692 -1.722 -1.231  -0.74
H 6.296 3.493 -4.275  0.37
H 5.846 2.036 -5.155  0.29
H 7.454 2.516 -4.947  0.45
H 7.353 2.193 -2.315  0.50
H 6.898 0.771 -3.250  0.26
H 3.661 2.900 -1.458  0.37
H 4.130 3.125 -3.136  0.43
H 5.055 3.780 -1.661  0.33
H 4.939 -0.290 -3.154  0.33
H 4.272 1.062 -3.875  0.67
H 3.046 -0.047 -1.231  -0.27
H 2.379 -0.357 -2.857  -0.83
H 2.367 1.232 -2.186  0.19
H 4.629 1.362 -0.183  0.23
H 6.253 2.052 -0.210  0.51
H 5.314 -0.824 -0.821  -0.09
H 6.234 -0.110 0.615  0.59
H 6.972 -2.415 -1.665  0.29
H 7.922 -2.030 -0.211  0.32
H 8.628 -1.700 -1.788  0.28
C -1.876 2.979 -7.566  -1.28
C -2.350 3.741 -6.268  -0.30
N -3.795 3.301 -5.803  0.24
C -4.155 4.162 -4.591  -1.04
C -4.849 3.601 -6.975  -0.32
C -6.254 3.325 -6.431  -1.24
C -3.790 1.780 -5.375  -1.36
C -2.595 1.308 -4.520  -0.19
O -2.476 2.086 -3.379  0.29
C -1.262 1.907 -2.712  0.59
H -2.440 3.201 -8.473  0.35
H -1.949 1.895 -7.478  0.33
H -0.848 3.252 -7.805  0.41
H -2.470 4.797 -6.508  0.59
H -1.729 3.650 -5.377  0.24
H -5.041 3.843 -4.041  0.42
H -4.397 5.160 -4.957  0.52
H -3.363 4.336 -3.863  0.31
H -4.609 2.827 -7.704  0.40
H -4.679 4.621 -7.319  0.37
H -6.922 3.377 -7.290  0.44
H -6.654 4.017 -5.690  0.36
H -6.471 2.370 -5.953  0.35
H -3.901 1.222 -6.304  0.43
H -4.725 1.780 -4.815  0.42
H -1.671 1.347 -5.097  0.62
H -2.901 0.295 -4.260  -0.12
H -0.362 1.866 -3.327  0.49
H -1.351 0.922 -2.255  -0.80
H -1.113 2.708 -1.987  -0.41
C 0.576 -5.118 5.658  -1.40
C 0.510 -5.186 4.122  -0.13
N 1.853 -5.186 3.266  0.26
C 2.542 -3.785 3.527  -1.10
C 2.841 -6.296 3.714  -0.47
C 2.301 -7.752 3.522  -1.23
C 1.455 -5.459 1.810  -0.15
C 2.662 -5.646 0.823  -0.73
O 3.575 -4.604 0.951  -0.39
C 3.217 -3.394 0.269  -0.14
H -0.209 -4.623 6.230  0.23
H 1.468 -4.584 5.985  0.25
H 0.598 -6.099 6.134  0.41
H -0.157 -4.487 3.617  0.16
H 0.121 -6.156 3.810  0.81
H 2.724 -3.648 4.593  0.60
H 2.018 -2.933 3.094  -0.22
H 3.523 -3.939 3.077  0.69
H 3.155 -6.155 4.748  0.55
H 3.780 -6.156 3.180  0.53
H 1.516 -8.022 4.229  0.33
H 3.108 -8.395 3.873  0.47
H 2.027 -8.051 2.510  0.24
H 0.870 -4.576 1.555  -0.36
H 0.849 -6.364 1.763  0.70
H 2.356 -5.733 -0.219  0.23
H 3.079 -6.624 1.060  0.42
H 3.051 -3.595 -0.789  0.35
H 4.022 -2.666 0.374  0.04
H 2.339 -2.937 0.724  -0.09
C -6.168 -2.053 0.491  -1.35
C -5.777 -0.796 -0.305  -0.63
N -4.338 -0.291 -0.209  1.16
C -3.469 -1.103 -1.263  -1.35
C -4.301 1.195 -0.582  0.40
C -5.010 1.640 -1.883  -1.25
C -3.746 -0.644 1.192  -0.69
C -4.207 0.308 2.295  -0.34
O -5.583 0.734 2.194  -0.32
C -5.928 1.666 3.216  -0.81
H -6.105 -1.924 1.571  0.24
H -5.567 -2.913 0.195  0.32
H -7.202 -2.379 0.385  0.46
H -6.398 0.004 0.098  0.59
H -6.059 -0.859 -1.356  0.45
H -2.425 -0.850 -1.076  0.11
H -3.733 -0.874 -2.296  0.33
H -3.803 -2.133 -1.141  0.65
H -3.278 1.570 -0.603  -0.70
H -4.700 1.712 0.291  0.83
H -4.740 2.618 -2.282  0.35
H -6.088 1.533 -1.754  0.51
H -4.767 0.968 -2.706  0.01
H -2.667 -0.546 1.069  -0.37
H -3.895 -1.718 1.303  0.85
H -3.581 1.200 2.323  -0.55
H -4.067 -0.178 3.261  1.08
H -5.884 1.229 4.213  0.35
H -6.974 1.899 3.018  0.32
H -5.358 2.594 3.265  0.26
O -1.785 -3.225 1.619  -0.39
C -1.953 -3.822 0.450  0.09
O -3.061 -4.223 0.223  -0.74
O -1.013 -3.793 -0.345  -0.10
H -0.985 -2.748 1.388  0.00
P 0.443 0.275 0.804  2.57
F 1.885 -0.218 1.451  -0.21
F 0.020 0.900 2.185  -0.47
F 0.984 1.754 0.514  -0.43
F -1.030 0.727 0.220  -1.04
F 0.807 -0.270 -0.706  -0.65
F -0.115 -1.206 1.230  -0.20
P 5.338 -0.421 3.838  1.53
F 4.225 0.313 4.709  -0.31
F 4.171 -1.213 2.981  -0.51
F 5.298 0.744 2.763  -0.38
F 6.441 -1.220 2.904  -0.45
F 6.612 0.322 4.566  -0.37
F 5.259 -1.660 5.000  -0.42

Its maximum force is 3.7 eV/A. The total energy comes out at -143458.711 eV. The total charge is +4. The HOMO-LUMO gap comes out at 7.329 eV. Its HOMO energy is -0.5433 Eh.

(2)
Formula: C57H146N10O18
Source: OMol25
Level of theory: the ωB97M-V functional and the def2-TZVPD basis

Each line ends with the Mulliken charge.
Atoms and positions in Å:
C 1.065 -4.983 3.546  -0.66
O 1.525 -3.647 3.440  0.60
C 1.928 -3.211 4.744  -1.77
C 2.601 -1.872 4.619  0.23
N 3.979 -2.085 4.219  -0.43
C 4.596 -0.860 3.796  0.29
C 6.025 -1.153 3.467  -0.94
O 6.459 0.046 2.831  -0.08
C 7.818 0.152 2.576  -0.93
H 0.149 -5.033 4.155  0.16
H 1.808 -5.649 4.062  0.44
H 0.857 -5.329 2.536  -0.12
H 2.621 -3.975 5.127  0.46
H 1.098 -3.149 5.432  0.46
H 2.647 -1.352 5.579  0.55
H 2.054 -1.202 3.964  -0.13
H 3.998 -2.757 3.438  0.25
H 4.540 -0.101 4.585  0.55
H 4.035 -0.490 2.929  -0.27
H 6.127 -1.971 2.723  0.25
H 6.648 -1.358 4.358  0.31
H 8.213 -0.661 1.945  0.35
H 8.461 0.181 3.467  0.33
H 7.988 1.087 2.055  0.25
C 4.627 2.299 1.447  0.12
O 4.029 3.003 0.390  -0.44
C 2.939 3.774 0.735  0.10
C 2.330 4.325 -0.530  -0.75
N 2.128 3.262 -1.549  -0.05
C 1.877 3.751 -2.936  -1.53
C 0.431 4.233 -3.065  1.00
O 0.338 5.598 -2.563  -0.23
C 0.790 6.545 -3.495  -0.80
H 5.329 1.573 1.035  -0.12
H 3.852 1.738 1.962  -0.23
H 5.098 2.967 2.172  0.36
H 3.206 4.594 1.410  0.53
H 2.145 3.205 1.245  -0.33
H 2.953 5.116 -0.900  0.57
H 1.396 4.812 -0.286  0.13
H 2.897 2.602 -1.554  0.33
H 2.136 2.992 -3.676  0.37
H 2.557 4.548 -3.202  0.51
H -0.215 3.662 -2.391  -0.45
H 0.055 4.175 -4.099  0.29
H 0.113 6.633 -4.358  0.30
H 1.771 6.256 -3.884  0.22
H 0.841 7.582 -3.082  0.26
C 1.915 -7.121 0.176  -0.58
O 2.917 -6.307 0.748  -0.43
C 3.021 -5.059 0.133  0.32
C 3.820 -4.160 1.143  -1.29
N 3.669 -2.691 1.031  1.10
C 4.189 -2.175 -0.221  -0.20
C 5.716 -2.020 -0.234  -0.03
O 6.015 -1.500 -1.530  -0.38
C 7.161 -0.737 -1.552  -0.67
H 2.161 -7.385 -0.861  0.36
H 0.916 -6.710 0.251  0.12
H 1.979 -8.038 0.783  0.25
H 2.044 -4.591 -0.037  -0.54
H 3.560 -5.104 -0.806  0.71
H 4.900 -4.395 1.154  0.46
H 3.342 -4.485 2.063  0.26
H 2.724 -2.475 1.216  -0.55
H 3.870 -1.139 -0.352  -0.11
H 3.837 -2.767 -1.078  0.15
H 6.265 -2.969 -0.093  0.35
H 6.074 -1.338 0.519  -0.17
H 7.299 -0.300 -2.531  0.28
H 8.058 -1.358 -1.343  0.29
H 7.126 0.140 -0.881  0.23
C -0.772 -11.379 0.427  -0.66
O -1.602 -10.259 0.077  -0.34
C -1.139 -9.677 -1.124  -0.41
C -1.899 -8.418 -1.354  -0.89
N -1.499 -7.426 -0.315  0.07
C -2.205 -6.214 -0.530  -1.05
C -2.158 -5.344 0.676  0.72
O -3.091 -5.862 1.554  -0.51
C -3.124 -5.047 2.719  -0.49
H -0.879 -12.224 -0.271  0.26
H -1.050 -11.746 1.407  0.24
H 0.280 -10.977 0.462  0.27
H -1.221 -10.339 -1.987  0.45
H -0.072 -9.461 -0.997  0.15
H -2.967 -8.601 -1.448  0.37
H -1.595 -7.954 -2.292  0.37
H -1.675 -7.800 0.590  0.29
H -3.288 -6.351 -0.675  0.51
H -1.874 -5.725 -1.489  0.00
H -2.424 -4.352 0.356  0.54
H -1.175 -5.234 1.158  -0.64
H -2.127 -4.898 3.157  -0.03
H -3.750 -5.600 3.421  0.43
H -3.475 -4.036 2.509  0.28
C -5.979 0.261 1.269  -0.79
O -4.964 0.463 2.236  -0.48
C -3.736 0.922 1.719  -0.53
C -2.776 0.890 2.871  0.23
N -2.651 -0.503 3.306  0.18
C -1.671 -0.681 4.415  0.71
C -1.810 -2.013 5.031  0.70
O -3.169 -2.303 5.426  -0.39
C -3.544 -1.602 6.660  -0.69
H -6.884 -0.020 1.830  0.25
H -5.670 -0.616 0.696  0.27
H -6.070 1.168 0.716  0.31
H -3.826 1.974 1.424  0.45
H -3.448 0.294 0.874  0.21
H -3.062 1.522 3.655  0.08
H -1.834 1.254 2.505  -0.45
H -3.562 -0.802 3.633  0.50
H -1.827 0.100 5.179  -0.61
H -0.657 -0.510 4.061  -0.46
H -1.075 -2.146 5.861  0.34
H -1.565 -2.745 4.238  -0.66
H -4.563 -1.967 6.856  0.28
H -3.389 -0.504 6.672  0.19
H -2.931 -1.891 7.503  0.34
C -3.009 6.097 -2.252  -0.18
O -3.202 5.703 -0.938  -0.44
C -1.908 5.569 -0.353  1.29
C -1.989 5.047 1.090  -0.78
N -2.193 6.057 2.120  0.33
C -3.516 6.641 2.144  -0.49
C -3.804 7.683 3.216  -0.82
O -3.737 7.097 4.499  -0.16
C -3.967 8.051 5.484  -0.91
H -2.589 7.130 -2.299  0.28
H -3.998 6.050 -2.748  0.30
H -2.308 5.440 -2.781  -0.24
H -1.336 6.517 -0.409  0.41
H -1.389 4.826 -0.992  -1.19
H -1.046 4.495 1.207  0.12
H -2.840 4.311 1.138  -0.20
H -1.474 6.792 2.077  0.31
H -4.276 5.849 2.352  0.21
H -3.812 7.134 1.221  0.31
H -4.794 8.105 3.074  0.42
H -3.032 8.489 3.157  0.37
H -4.911 8.545 5.408  0.36
H -3.196 8.830 5.426  0.36
H -3.924 7.580 6.482  0.23
C 2.739 3.857 -6.479  -1.02
O 1.444 3.387 -6.470  0.07
C 0.469 4.092 -7.210  -0.59
C -0.846 3.307 -7.365  -0.79
N -1.505 3.120 -6.117  0.16
C -2.885 2.676 -6.237  -0.80
C -3.639 2.746 -4.926  -0.53
O -2.966 1.822 -4.103  0.20
C -3.400 1.860 -2.714  -0.15
H 3.358 3.268 -5.814  0.25
H 2.705 4.893 -6.170  0.39
H 3.197 3.773 -7.490  0.29
H 0.865 4.307 -8.202  0.59
H 0.278 5.037 -6.677  0.17
H -0.652 2.382 -7.963  0.04
H -1.411 3.957 -8.004  0.57
H -0.932 2.509 -5.561  -0.19
H -2.890 1.631 -6.571  0.23
H -3.422 3.300 -6.944  0.55
H -4.690 2.546 -5.071  0.43
H -3.619 3.770 -4.540  0.09
H -2.925 1.032 -2.219  -0.42
H -4.506 1.726 -2.623  0.48
H -3.137 2.779 -2.197  0.04
C -2.276 3.160 5.771  -0.85
C -0.860 3.766 5.659  -0.04
C 0.016 2.961 4.619  0.62
O 0.954 2.028 5.217  -0.53
C 2.151 1.799 4.472  -0.42
N -0.980 5.148 5.324  -0.72
H -2.714 3.228 4.766  0.16
H -2.945 3.689 6.412  0.53
H -2.159 2.102 6.035  -0.02
H -0.411 3.730 6.655  0.49
H 0.576 3.669 3.990  0.44
H -0.640 2.370 3.988  -0.67
H 1.887 1.684 3.402  0.02
H 2.671 0.992 4.931  0.23
H 2.775 2.705 4.552  0.46
H -1.461 5.600 6.104  0.32
H -1.655 5.298 4.547  0.14
C -3.793 -1.600 -3.363  -1.58
C -2.330 -1.877 -3.690  1.65
C -1.746 -2.887 -2.719  -0.37
O -0.399 -3.047 -3.069  -0.48
C 0.394 -3.900 -2.220  -0.84
N -2.155 -2.235 -5.106  -0.68
H -3.900 -1.302 -2.307  0.09
H -4.389 -2.526 -3.535  0.51
H -4.111 -0.837 -4.066  0.40
H -1.833 -0.902 -3.666  -0.28
H -2.299 -3.812 -2.735  0.65
H -1.823 -2.524 -1.669  -0.45
H 1.352 -3.930 -2.669  0.43
H -0.050 -4.889 -2.125  0.34
H 0.522 -3.519 -1.213  0.01
H -1.280 -2.750 -5.164  0.20
H -2.855 -2.870 -5.477  0.28
C 0.463 0.373 -1.651  -1.17
C -0.129 0.474 -0.277  1.95
C 0.708 -0.125 0.834  -0.05
O 0.787 -1.565 0.750  1.18
C -0.358 -2.340 1.217  0.03
N -0.408 1.921 0.019  1.13
H 1.503 0.623 -1.634  0.22
H -0.022 1.074 -2.301  0.29
H 0.426 -0.662 -2.113  -0.30
H -1.063 -0.124 -0.275  -0.23
H 0.265 0.203 1.780  -1.03
H 1.733 0.215 0.727  -0.05
H -1.198 -2.377 0.512  -0.34
H -0.807 -1.985 2.145  -0.02
H 0.034 -3.356 1.388  -0.53
H -1.363 2.221 -0.184  -0.07
H 0.276 2.428 -0.524  -1.22
C 1.031 -1.519 -5.955  -1.18
C 0.505 -0.276 -6.684  1.82
C 0.933 -0.166 -8.122  -1.53
O -0.902 -0.275 -6.800  -0.61
H 0.506 -1.521 -4.980  0.09
H 2.125 -1.438 -5.802  0.43
H 0.753 -2.405 -6.533  0.32
H 0.818 0.575 -6.052  -0.49
H 2.037 -0.063 -8.254  0.29
H 0.483 0.727 -8.523  0.36
H 0.555 -0.998 -8.716  0.33
H -1.303 -0.779 -6.084  0.24

Its maximum force is 2.5 eV/A. The total energy comes out at -113221.529 eV. The SMILES is COC[C@H](C)N.COC[C@H](C)N.COC[C@H](C)N.COCCNCCOC.COCCNCCOC.COCCNCCOC.COCCNCCOC.COCCNCCOC.COCCNCCOC.COCCNCCOC.CC(C)O. The HOMO-LUMO gap comes out at 9.057 eV. The value obtained for the energy above the lowest of the compared OMol25 structures with the same formula, charge and spin is 0.0 kcal/mol. Its HOMO energy is -0.3088 Eh.